The following is a DFT calculation (the ωB97M-V functional and the def2-TZVPD basis) of a single C20H18N8O4 molecule.

Its LUMO energy is 0.007 Ha. As for the gap between HOMO and LUMO: 8.628 eV. As for the SMILES: CCOc1ccc(-c2c(C(=O)N/N=C/c3ccc(O)cc3)nnn2-c2nonc2N)cc1. As for the HOMO energy: -8.44 eV. For the max |F|, the calculation gives 1.76 eV Å⁻¹. The calculation puts the calculated total energy at -1511.83957 Ha. The calculation puts the energy relative to the best compared isomer or geometry (same formula, charge and spin) at 0.0 kcal per mole.

Structure (ORCA input):
```
! RIJCOSX wB97M-V def2-TZVPD def2/J DEFGRID3
* xyz 0 1
C 0.6522 1.9345 -3.6089
C -0.2024 2.9223 -2.8224
O -1.3155 2.3042 -2.2017
C -1.1524 1.5833 -1.0694
C -2.3096 0.9628 -0.5836
C -2.2772 0.2120 0.5672
C -1.0839 0.0591 1.2788
C 0.0635 0.6862 0.8009
C 0.0362 1.4361 -0.3587
H 0.9522 1.8910 -0.6990
H 1.0013 0.5659 1.3222
C -1.0441 -0.7719 2.4673
C -1.6240 -2.0017 2.7565
N -1.2490 -2.3519 4.0082
N -0.4925 -1.4675 4.4988
N -0.3397 -0.4793 3.6005
C 0.3532 0.6845 3.8737
N 1.5602 0.7327 4.3602
O 1.8684 2.0166 4.5102
N 0.8585 2.8266 4.1119
C -0.1153 2.0481 3.7117
N -1.3366 2.4680 3.3212
H -1.4319 3.4559 3.1570
H -1.8875 1.8558 2.7419
C -2.5144 -2.8191 1.9069
O -3.5756 -3.2814 2.2561
N -2.0611 -2.9898 0.6235
N -0.8835 -2.5152 0.2007
C -0.5758 -2.5689 -1.0331
C 0.6861 -2.0446 -1.5014
C 1.6946 -1.6945 -0.6010
C 2.8866 -1.1691 -1.0497
C 3.1005 -0.9827 -2.4139
C 2.1041 -1.3397 -3.3211
C 0.9151 -1.8676 -2.8674
H 0.1475 -2.1393 -3.5771
H 2.2883 -1.1944 -4.3736
O 4.2524 -0.4598 -2.9009
H 4.8714 -0.2875 -2.1805
H 3.6648 -0.9056 -0.3454
H 1.5255 -1.8587 0.4506
H -1.2574 -2.9889 -1.7822
H -2.6822 -3.4861 -0.0215
H -3.1779 -0.2610 0.9310
H -3.2256 1.0888 -1.1384
H 0.4005 3.4626 -2.0827
H -0.6479 3.6536 -3.5023
H 1.4656 2.4629 -4.0978
H 1.0685 1.1692 -2.9581
H 0.0456 1.4437 -4.3654
*
```

Atom charges from the natural (NBO) analysis, given in e for atoms 1 to 8: -0.6421 -0.0642 -0.4878 0.3316 -0.2589 -0.1737 -0.1524 -0.1029